# 1
A gas-phase ion, C2H7N2O (charge +1) in a non-equilibrium geometry, computed with ωB97M-V/def2-TZVPD.

Values from the calculation:
Kohn-Sham gap: 11.184 eV
E: -264.84178 hartree
HOMO: -15.041 eV
Total charge: +1
Molecular weight: 75.1 g mol⁻¹

Each atom is followed by the atoms it is bonded to, with distances in Å.
Cartesian coordinates (Å):
1 O -0.24903 -1.34280 1.69586  N2 1.388, H10 0.959
2 N 0.24815 -0.18735 1.10981  O1 1.388, C5 1.334, H7 1.057
3 N -1.14899 -0.62853 -0.72016  C5 1.385, H8 1.124, H11 1.024
4 C 0.59493 1.11483 -0.90738  C5 1.465, H6 1.109, H9 1.080, H12 1.072
5 C -0.07315 0.04375 -0.16380  N2 1.334, N3 1.385, C4 1.465
6 H 1.31803 0.57824 -1.55489  C4 1.109
7 H 0.79876 0.34585 1.83711  N2 1.057
8 H -1.16636 -0.39181 -1.81928  N3 1.124
9 H -0.18794 1.72063 -1.33927  C4 1.080
10 H 0.07987 -1.39635 2.59483  O1 0.959
11 H -1.45663 -1.56458 -0.44037  N3 1.024
12 H 1.24234 1.70810 -0.29246  C4 1.072

natural (NBO) atomic charge list, values in e, 5 entries: O -0.52; N -0.23; N -0.74; C -0.69; C 0.53

---

# 2
A gas-phase ion, CH2FO2S (charge -1) in a non-equilibrium geometry, computed with ωB97M-V/def2-TZVPD.

Values from the calculation:
Kohn-Sham gap: 7.035 eV
E: -687.83520 hartree
HOMO: -2.822 eV
Total charge: -1
Molecular weight: 97.1 g mol⁻¹

Each atom is followed by the atoms it is bonded to, with distances in Å.
Cartesian coordinates (Å):
1 S 2.34010 0.04531 -0.37030  O3 1.439, O4 1.477, C5 2.223
2 F -0.24226 -0.67378 0.56825  C5 1.350
3 O 2.10332 0.93965 0.73206  S1 1.439
4 O 3.44484 -0.87902 -0.04250  S1 1.477
5 C 0.67947 -1.40625 -0.09276  S1 2.223, F2 1.350, H6 1.046, H7 1.159
6 H 1.01725 -2.19076 0.51177  C5 1.046
7 H 0.23439 -1.86063 -1.06137  C5 1.159

natural (NBO) atomic charge list, values in e, 5 entries: S 1.46; F -0.39; O -1.03; O -1.06; C -0.21

---

Q: Number 2 is which compound?
A: CH2FO2S